1.
The following is a DFT calculation (ωB97M-V with the def2-TZVPD basis set) of a 2-piece molecular cluster, C3H9N3 overall.

As for the spin multiplicity: 2. As for the total charge: +1. As for the orbital gap (alpha / beta): 8.14 / 4.46 eV. Its LUMO energy (alpha / beta) is -4.40 / -7.94 eV. The total energy is -283.60642 a.u.

XYZ file:
```
15
Properties=species:S:1:pos:R:3:forces:R:3
C 0.039389 -3.099210 0.003882 0.0 0.4 -0.1
C 0.675748 -2.010802 0.419842 0.2 -0.4 0.5
N 0.732683 -0.771815 -0.284403 -1.0 0.2 0.1
H -0.761657 -3.045321 -0.724285 0.5 -0.1 -0.5
H 0.327654 -4.063928 0.395793 -0.5 0.0 0.4
H 1.202121 -2.023775 1.375311 0.4 -0.2 -0.4
H 1.420667 -0.819387 -1.028214 -0.1 0.2 0.1
H 0.929023 -0.007961 0.348087 0.7 -0.1 -0.1
N -1.403659 1.215287 -0.192290 -0.5 -0.6 -0.4
C -0.653712 2.224506 0.116473 -1.9 -0.2 0.9
N 0.648309 2.314402 0.048511 0.6 0.0 -0.3
H -2.416551 1.270763 -0.111409 0.3 0.3 0.4
H -1.059684 0.304890 -0.536335 0.8 0.2 -0.2
H -1.196225 2.993588 0.687747 0.3 0.4 -0.4
H 0.965779 3.193086 -0.368074 0.3 0.0 0.0
```
Forces are in eV/Å.

---

2.
The following is a DFT calculation (ωB97M-V with the def2-TZVPD basis set) of a 2-piece molecular cluster, C3H9N3O overall.

The SMILES is C=CC(N)=O.NN. As for the orbital gap: 9.84 eV. Its LUMO energy is 1.02 eV. The total energy is -359.11532 a.u.

XYZ file:
```
16
Properties=species:S:1:pos:R:3:forces:R:3
C -2.150382 0.765699 -1.149044 0.3 -0.2 0.2
C -1.148756 0.842306 -0.281471 -0.2 -2.4 1.5
C -0.507565 -0.632422 0.336560 -2.8 2.6 -0.6
N -0.168225 -0.499575 1.662676 0.4 0.0 -0.3
O -0.921483 -1.675269 -0.128321 0.4 -0.3 -0.2
H -2.776362 1.608120 -1.411098 0.2 0.2 0.0
H -2.423881 -0.190786 -1.576877 0.1 -0.1 -0.1
H -1.020599 1.733451 0.326876 0.4 0.1 -0.2
H 0.107351 0.405269 2.003849 -0.1 -0.2 0.3
H -0.384790 -1.283691 2.257688 0.2 0.3 0.1
N 1.262702 -0.235759 -0.644110 0.0 2.0 -0.2
N 2.352355 0.111437 0.201922 0.1 -0.2 -0.6
H 1.340434 -1.105856 -1.164617 0.0 0.6 -0.3
H 0.815173 0.643581 -1.080422 1.5 -2.4 0.4
H 2.391326 -0.563704 0.963151 -0.1 0.1 -0.1
H 3.232703 0.077200 -0.316764 -0.2 0.0 0.3
```
Forces are in eV/Å.

---

3.
The following is a DFT calculation (ωB97M-V with the def2-TZVPD basis set) of a 2-piece molecular cluster, C3H9N3O overall.

The SMILES is [H]/N=C\N.C/N=C/O. As for the orbital gap: 10.08 eV. Its LUMO energy is 0.89 eV. The total energy is -359.18709 a.u.

XYZ file:
```
16
Properties=species:S:1:pos:R:3:forces:R:3
H -0.446202 2.226772 1.753229 0.3 -0.3 0.1
N -0.733347 1.244163 1.785049 -0.9 -0.1 -0.9
C -1.316057 0.926935 0.670510 -0.1 -0.9 1.6
N -1.479122 1.745482 -0.394672 -0.2 -0.2 -0.6
H -1.803498 -0.105993 0.601066 0.8 1.6 -0.1
H -0.843291 2.532768 -0.431817 -0.1 -0.2 -0.1
H -1.603317 1.258725 -1.276943 0.0 0.3 0.2
C 1.100547 -0.951097 -1.592926 -0.2 0.1 -0.2
N 0.734231 -0.499899 -0.255970 0.3 -2.3 0.7
C 0.789906 -1.445530 0.637744 0.8 2.6 -0.7
O 0.643317 -1.132615 1.917853 -1.0 0.7 0.2
H 2.146576 -1.271728 -1.622105 -0.1 0.0 -0.1
H 0.456996 -1.768426 -1.937882 0.1 0.0 -0.1
H 0.987699 -0.119848 -2.295141 0.0 -0.1 0.0
H 1.117369 -2.482236 0.458101 -0.3 0.3 0.0
H 0.248192 -0.157473 1.983906 0.6 -1.4 -0.1
```
Forces are in eV/Å.

---

4.
The following is a DFT calculation (ωB97M-V with the def2-TZVPD basis set) of one molecule with the formula C3H9N3O.

The SMILES is CN/C(=N/N)OC. As for the orbital gap: 8.82 eV. Its LUMO energy is 0.85 eV. The total energy is -359.00671 a.u.

XYZ file:
```
16
Properties=species:S:1:pos:R:3:forces:R:3
C -0.823081 -2.489604 0.308603 1.3 -5.0 0.8
N -0.885223 -1.116728 -0.063532 1.4 -1.3 1.3
C 0.026516 -0.080605 -0.054715 0.0 -1.7 -0.4
N 1.282420 -0.188902 -0.018309 -0.5 -1.4 1.0
N 1.942290 0.945508 -0.410624 1.5 1.0 -5.5
O -0.597285 1.012899 -0.452006 -1.8 3.4 -0.7
C -0.285509 2.256629 0.279933 3.8 -2.3 2.6
H -1.844306 -3.056685 0.144006 1.9 1.6 -0.1
H -0.482184 -3.051741 1.386395 -0.8 2.7 -2.0
H -0.046112 -3.016423 -0.322855 -1.0 0.5 0.3
H -1.800664 -0.865358 -0.021202 -2.7 1.7 0.1
H 1.108587 1.674567 -0.904636 3.9 -3.5 0.1
H 2.619157 0.501540 -1.298625 -2.3 2.0 3.1
H -0.798504 3.157090 -0.002695 -1.1 -0.4 -0.1
H 0.921315 2.476533 -0.018067 -3.7 0.6 2.3
H -0.337416 1.841278 1.448330 0.1 2.0 -2.9
```
Forces are in eV/Å.

---

5.
The following is a DFT calculation (ωB97M-V with the def2-TZVPD basis set) of one molecule with the formula C3H9N3O.

As for the orbital gap (alpha / beta): 7.09 / 8.63 eV. Its LUMO energy (alpha / beta) is 0.16 / 0.82 eV. The total energy is -359.00483 a.u.

XYZ file:
```
16
Properties=species:S:1:pos:R:3:forces:R:3
C -2.156070 -0.001684 -0.266770 0.1 0.5 -0.3
N 1.329193 -1.505540 0.118214 -0.1 0.2 0.2
C 0.334984 -0.555931 -0.287376 1.7 2.1 -0.9
C -0.906787 -0.395866 0.414605 -0.8 -0.6 0.6
H 1.305520 -1.664177 1.120883 0.0 0.0 -0.1
H 1.216807 -2.390816 -0.365236 0.1 0.2 0.1
H 0.215313 -0.602086 -1.372080 -0.1 -0.1 0.1
H -0.910105 -0.566740 1.485050 0.1 0.1 0.0
H -2.533300 -0.787872 -0.929321 -0.1 0.0 0.0
H -2.937048 0.278753 0.441244 0.1 -0.1 -0.1
H -1.934755 0.887563 -0.881821 -0.2 -0.2 0.1
O 2.368059 1.318910 -0.348558 -0.6 -0.2 -0.3
N 1.023642 0.972874 -0.017383 -1.0 -1.6 0.8
N 0.130786 1.915782 0.178992 1.0 -0.5 0.4
H 2.864896 0.518407 -0.109406 -0.2 0.1 0.0
H 0.588864 2.578421 0.818964 0.0 0.4 -0.6
```
Forces are in eV/Å.

---

6.
The following is a DFT calculation (ωB97M-V with the def2-TZVPD basis set) of a 2-piece molecular cluster, C3H9N3O overall.

The SMILES is C/N=C\N.NC=O. As for the orbital gap: 9.73 eV. Its LUMO energy is 0.80 eV. The total energy is -359.20221 a.u.

XYZ file:
```
16
Properties=species:S:1:pos:R:3:forces:R:3
C -0.698066 -0.987871 1.075449 -0.1 -0.2 -0.2
N -2.115522 -0.688023 0.937215 -0.1 0.2 1.0
C -2.471101 0.525836 1.076423 0.3 -0.6 -1.0
N -1.644747 1.634431 1.025946 -0.5 0.3 0.2
H -0.023946 -0.408102 0.430222 0.0 0.0 0.0
H -0.549328 -2.047814 0.865391 0.1 0.1 -0.1
H -0.402771 -0.824760 2.115820 0.1 0.1 0.0
H -3.534365 0.735664 1.178940 0.0 0.1 -0.1
H -0.802390 1.508708 0.487327 0.2 0.0 0.1
H -2.152188 2.460856 0.741656 0.2 0.1 0.1
N 2.943098 -0.608112 -1.312401 -0.4 -0.3 -0.2
C 1.916463 -0.035165 -1.995978 0.2 0.3 0.0
O 1.724800 1.155663 -2.056930 -0.3 0.1 0.3
H 3.379319 -0.109593 -0.556549 0.3 0.1 -0.2
H 3.183542 -1.563040 -1.516154 -0.1 0.0 0.4
H 1.247207 -0.748675 -2.496376 0.2 -0.2 -0.2
```
Forces are in eV/Å.

---

7.
The following is a DFT calculation (ωB97M-V with the def2-TZVPD basis set) of C3H9N3O as an isolated structure.

As for the orbital gap: 7.55 eV. Its LUMO energy is 0.21 eV. The total energy is -359.00089 a.u.

XYZ file:
```
16
Properties=species:S:1:pos:R:3:forces:R:3
C 0.515007 0.493774 -1.746116 -1.8 -0.1 -0.3
C 1.329139 -0.396524 1.334704 -0.2 0.2 0.1
N -1.279233 -1.145941 -0.123263 -0.1 0.4 0.0
N -1.248475 0.061397 -0.990225 1.9 0.4 0.8
C -0.856681 0.089423 0.489498 0.7 0.1 -0.1
O -1.811754 0.615409 1.345767 -0.3 -0.2 -0.3
N 0.437040 0.490652 0.627404 -0.3 -0.3 0.0
H -1.367361 1.356191 1.779892 0.1 -0.1 -0.1
H -0.469001 -1.713616 -0.365542 0.0 0.1 0.0
H -2.202711 0.383045 -1.173480 0.2 -0.2 -0.4
H 0.816263 1.494379 -1.474987 -0.2 -0.1 0.3
H 0.055614 0.431521 -2.725674 0.2 0.0 -0.2
H 1.273480 -0.261639 -1.586415 -0.3 -0.1 0.3
H 1.257980 -0.288917 2.427360 0.1 -0.1 0.0
H 2.359593 -0.139969 1.069205 0.0 -0.1 0.0
H 1.191101 -1.469184 1.111872 0.0 0.0 0.0
```
Forces are in eV/Å.

---

8.
The following is a DFT calculation (ωB97M-V with the def2-TZVPD basis set) of a 2-piece molecular cluster, C3H9N3O2 overall.

The SMILES is N/C=C/N.NC(=O)O. As for the orbital gap: 8.56 eV. Its LUMO energy is 0.95 eV. The total energy is -434.46328 a.u.

XYZ file:
```
17
Properties=species:S:1:pos:R:3:forces:R:3
N -0.912311 -1.152697 1.970770 -0.2 -0.6 0.1
C 0.244382 -1.406302 1.215259 1.2 0.6 -1.0
C 1.140933 -0.455044 0.816295 -0.8 -1.9 1.4
N 2.122813 -0.705403 -0.218072 1.3 0.0 1.0
H -1.557662 -1.945448 1.974727 0.4 0.6 0.0
H -1.401874 -0.300201 1.725773 0.2 -0.1 0.0
H 0.411612 -2.465176 0.915702 -0.3 0.8 0.1
H 1.115938 0.534686 1.270895 -0.1 -0.1 -0.6
H 2.457204 -1.690008 -0.226615 -0.6 0.9 0.0
H 2.968036 -0.125605 -0.033477 -0.9 -0.6 -0.3
N -1.903085 1.745917 -1.652024 0.9 -0.6 0.2
C -0.700747 1.451272 -1.015707 0.6 0.4 -0.1
O -0.247889 2.102851 -0.078698 -0.7 -1.0 -0.9
O -0.079348 0.387601 -1.605833 -0.3 0.5 1.1
H -2.004074 1.365118 -2.580550 -0.1 0.0 0.1
H -2.280470 2.661337 -1.488808 0.1 0.1 0.1
H 0.626543 -0.002897 -0.989637 -0.7 0.8 -1.2
```
Forces are in eV/Å.

---

9.
The following is a DFT calculation (ωB97M-V with the def2-TZVPD basis set) of a 2-piece molecular cluster, C3H9N3O2 overall.

As for the orbital gap: 8.80 eV. Its LUMO energy is 0.07 eV. The total energy is -434.35885 a.u.

XYZ file:
```
17
Properties=species:S:1:pos:R:3:forces:R:3
C -0.019028 -0.425988 -0.347113 0.1 -0.1 -0.2
C -0.131027 0.949151 0.256699 0.1 0.3 -0.5
N 0.530224 -1.326609 0.609463 0.0 0.2 0.0
N -0.028760 1.946104 -0.575181 0.0 -0.4 0.1
C -1.464726 -0.843318 -0.723721 0.1 0.0 0.1
O 0.722540 -0.300440 -1.592706 -0.2 0.0 0.3
O 1.251726 0.817080 2.203721 -0.4 0.2 -0.3
N -2.152096 -1.700404 -0.114701 0.1 0.1 0.0
H 0.560473 -1.082176 -2.133346 0.0 0.0 0.0
H 1.839039 1.580727 2.241854 0.0 -0.1 0.0
H 0.157121 1.074690 1.440520 0.5 -0.2 0.6
H 1.168407 -0.843309 1.251572 0.0 -0.1 -0.1
H 0.936279 -2.148001 0.182792 0.0 0.1 0.0
H -0.142175 2.895817 -0.252925 0.1 -0.1 0.0
H 0.261826 1.792497 -1.537393 -0.1 0.0 0.0
H -1.616677 -2.047760 0.691818 0.0 0.1 -0.1
H -1.873145 -0.338061 -1.601353 0.0 0.0 0.0
```
Forces are in eV/Å.

---

10.
The following is a DFT calculation (ωB97M-V with the def2-TZVPD basis set) of C3H9N3O2 as an isolated structure.

As for the orbital gap: 8.70 eV. Its LUMO energy is 0.45 eV. The total energy is -434.30481 a.u.

XYZ file:
```
17
Properties=species:S:1:pos:R:3:forces:R:3
C 0.727196 -0.522698 -1.324719 2.6 -3.6 2.6
C 0.387875 0.969558 1.010258 0.3 -2.4 -2.8
C 0.038342 -0.634840 -0.004431 -1.1 3.2 0.6
N 0.237481 2.100846 0.231853 -3.3 2.0 -1.3
N 0.212033 -1.697714 0.844079 -0.9 0.0 2.6
N -1.443071 -0.249081 -0.146796 -1.5 0.0 -0.2
O -1.767124 0.710796 -0.896894 0.6 -1.9 1.0
O -2.255999 -0.792667 0.626262 1.2 0.9 -1.0
H 0.485280 -1.315277 -1.988322 -0.8 -0.8 -0.7
H 0.618311 0.356917 -1.808206 -0.3 2.9 -1.2
H 1.811556 -0.778838 -1.093730 -1.0 0.8 -0.3
H 1.386161 0.737015 1.387164 -0.2 0.2 -0.1
H -0.420235 0.806171 1.685069 -0.3 0.3 0.9
H 0.792747 2.387913 -0.564213 1.0 -0.8 0.6
H -0.770388 2.220888 -0.214251 2.5 -0.6 1.9
H 0.423084 -2.642172 0.582026 -0.2 0.0 -0.6
H -0.463244 -1.656818 1.674855 1.5 -0.2 -1.8
```
Forces are in eV/Å.

---

11.
The following is a DFT calculation (ωB97M-V with the def2-TZVPD basis set) of C3H9N3O2 as an isolated structure.

As for the orbital gap: 9.20 eV. Its LUMO energy is 0.64 eV. The total energy is -434.29343 a.u.

XYZ file:
```
17
Properties=species:S:1:pos:R:3:forces:R:3
C 0.253392 -0.602642 -1.762330 0.3 -0.1 0.3
C -0.238849 0.608046 -1.055040 -1.4 0.6 -0.7
N -1.952911 -1.260444 -0.050032 0.3 0.4 -0.1
O -1.651438 0.148917 -0.061303 0.2 0.0 -0.8
O -0.252268 1.752008 -1.349297 0.0 -1.2 0.7
H -1.386536 -1.647979 0.708621 -0.1 0.0 -0.1
H -2.926971 -1.290114 0.240049 0.1 0.0 0.0
H -0.507823 -0.904120 -2.484184 0.0 0.1 0.1
H 0.447423 -1.419712 -1.075389 -0.1 0.0 0.0
H 1.169094 -0.325783 -2.285847 -0.1 0.0 0.0
N 1.246434 1.605168 1.332074 0.1 0.0 0.1
C 0.658915 0.419068 1.024088 -1.0 -0.1 0.1
N 1.003879 -0.768085 1.364353 0.2 0.1 0.3
H 2.022981 1.667325 1.976509 0.0 0.1 -0.2
H 0.951501 2.425372 0.824337 0.1 -0.1 0.2
H 1.834043 -0.786625 1.968978 0.0 0.0 -0.1
H -0.670868 0.379601 0.684413 1.4 0.2 0.1
```
Forces are in eV/Å.

---

12.
The following is a DFT calculation (ωB97M-V with the def2-TZVPD basis set) of a 2-piece molecular cluster, C3H9N3O2 overall.

The SMILES is C/C=[N+](\[O-])O.[H]/N=C\N. As for the orbital gap: 9.44 eV. Its LUMO energy is 0.62 eV. The total energy is -434.29357 a.u.

XYZ file:
```
17
Properties=species:S:1:pos:R:3:forces:R:3
C -1.232851 0.429826 1.627234 1.2 0.1 0.5
C -0.579352 -0.742259 0.999323 2.2 -0.2 3.9
N -1.077751 -1.197159 -0.032576 -1.7 -1.6 -3.9
O -2.066343 -0.689652 -0.621439 -0.1 -0.2 -0.5
O -0.424845 -2.229880 -0.709906 -0.7 -0.3 0.7
H -1.283201 0.206869 2.711310 0.1 0.9 -0.5
H -2.177267 0.688918 1.201337 -0.8 -0.6 -0.1
H -0.612328 1.286850 1.297906 0.1 -0.1 1.1
H 0.313383 -1.294896 1.410635 -1.2 0.9 -0.4
H 0.315771 -1.760515 -1.200808 0.2 -0.2 0.1
H 2.458878 -0.698187 -1.246616 1.6 0.4 0.2
N 1.499155 -0.699699 -1.446478 -2.4 0.2 -0.2
C 0.806301 0.314544 -1.108382 1.7 3.4 0.6
N 1.294049 1.561527 -0.578169 2.0 1.4 -0.3
H -0.289830 0.405853 -1.124847 0.5 -0.4 -0.8
H 0.748890 2.441454 -0.590310 -0.4 -1.6 -0.2
H 2.307343 1.976407 -0.588218 -2.2 -2.3 -0.2
```
Forces are in eV/Å.

---

These records have relative energy (zero: lowest compared OMol25 entry of this formula, charge and spin) values of 1.7349, 3.5135, 1.5605, 6.4689, 6.5200, 1.1492, 6.6273, 1.7112, 4.5528, 6.0234, 6.3332, 6.3294 eV, in the order they appear.